Entry 1:
The following is a DFT calculation (ωB97M-V with the def2-TZVPD basis set) of 2 unconnected molecules or ions with the total composition C8H15N2O at a distorted geometry.

CARTESIAN COORDINATES (ANGSTROEM)
C (-2.116251, 0.088998, -0.358202)
C (-2.941977, 0.282745, 0.897396)
C (-1.440839, -1.258746, 1.411982)
C (-1.232186, -1.075616, 0.044778)
C (0.606202, -2.867547, -0.184917)
C (1.875412, 3.117163, -0.685708)
C (2.182635, 0.889357, 0.135427)
C (-0.285611, -1.773839, -0.692689)
N (-2.343681, -0.403844, 1.863888)
N (2.530816, 2.192114, 0.174078)
O (-0.074584, -1.268620, -1.925083)
H (-2.689714, -0.112277, -1.415072)
H (-3.798772, 0.794583, 1.036845)
H (-0.981303, -1.801861, 2.231685)
H (0.887505, -3.370218, -1.059505)
H (0.092501, -3.370206, 0.545590)
H (1.499925, -2.552059, 0.162558)
H (2.490965, 3.355880, -1.558672)
H (0.773919, 2.743008, -0.954178)
H (1.901621, 4.098759, -0.375109)
H (1.712516, 0.419468, -0.710871)
H (2.367486, 0.267990, 1.043825)
H (-2.768915, -0.226112, 2.735338)
H (-1.722710, 1.082676, -0.530042)
H (3.270334, 2.567070, 0.787375)
H (0.204706, -1.818866, -2.620718)

Forces on atoms 1 to 2 (eV/Å):
-2.58 -1.06 -2.05
3.06 -1.58 -2.06

Output
frontier orbital gap (spin up / spin down): 7.32 / 3.89 eV
LUMO level (spin up / spin down): -4.0 / -4.8 eV
2S+1: 1
ΔE to the lowest compared entry with this formula, charge and spin: 5.934 eV
electronic energy: -498.15015 hartree
charge: +1

---

Entry 2:
The following is a DFT calculation (ωB97M-V with the def2-TZVPD basis set) of 2 unconnected molecules or ions with the total composition C8H15N2S at a distorted geometry.

CARTESIAN COORDINATES (ANGSTROEM)
C (1.898093, -0.286345, 0.314057)
C (0.981768, 0.122475, -0.326740)
C (-1.021231, -2.062987, 0.916344)
C (-0.115150, 3.369258, -0.117266)
C (0.331555, -3.767445, 1.960346)
C (0.790443, 2.873891, -1.311386)
C (0.229194, 1.648397, -2.115779)
C (-0.133924, 0.680043, -1.058710)
N (0.148605, -2.454544, 1.319521)
N (-1.312044, 0.232603, -0.726247)
S (-2.536743, -2.850312, 0.985553)
H (2.705494, -0.785277, 0.815658)
H (0.070561, 2.711884, 0.747905)
H (0.221122, 4.339446, 0.188044)
H (-1.194969, 3.190909, -0.500407)
H (0.714844, -3.602163, 2.950839)
H (-0.713381, -4.339322, 1.941539)
H (1.176937, -4.217018, 1.412122)
H (1.822104, 2.481721, -1.004958)
H (0.881199, 3.817121, -1.948368)
H (0.936354, 1.139453, -2.650510)
H (-0.603980, 1.809818, -2.866620)
H (0.966400, -1.860781, 1.413280)
H (-2.986411, -1.685395, 0.236730)
H (-1.008299, -1.018066, 0.603768)
H (-2.248540, 0.512637, -1.178715)

Forces on atoms 1 to 2 (eV/Å):
1.10 -0.69 0.39
-0.74 0.50 -0.11

Output
frontier orbital gap: 9.91 eV
LUMO level: -3.6 eV
2S+1: 1
ΔE to the lowest compared entry with this formula, charge and spin: 4.063 eV
electronic energy: -821.13339 hartree
charge: +1

---

Entry 3:
The following is a DFT calculation (ωB97M-V with the def2-TZVPD basis set) of a gas-phase ion, C8H15N3 (charge +2) at a distorted geometry.

CARTESIAN COORDINATES (ANGSTROEM)
C (-4.132813, -0.354513, -0.042729)
C (-2.872351, -0.266107, -0.042409)
N (-1.627856, -0.309343, -0.040936)
C (-0.908337, -1.632588, 0.012959)
C (-0.885688, 0.938157, -0.104158)
C (-1.435579, 2.083795, -0.414863)
N (0.588378, 0.903134, -0.020784)
C (1.298972, 0.222111, 1.218708)
C (2.345449, -0.631822, 0.506991)
C (2.494938, -0.041711, -0.908263)
N (1.114373, 0.261766, -1.179993)
H (-4.784542, -0.535878, -0.822067)
H (-4.739552, -0.524907, 0.771428)
H (-1.653169, -2.361110, -0.256844)
H (0.072369, -1.482503, -0.479792)
H (-0.677482, -1.866357, 1.146366)
H (-0.754536, 3.034484, -0.564664)
H (-2.473452, 1.979511, -0.770571)
H (0.804560, 1.861968, -0.023585)
H (0.524684, -0.331042, 1.949473)
H (1.813617, 1.099782, 1.818456)
H (3.406264, -0.776997, 0.909795)
H (1.950105, -1.678232, 0.411631)
H (3.174248, 0.813659, -0.814394)
H (2.833573, -0.607868, -1.690708)
H (1.226481, 0.866772, -2.024753)

Forces on atoms 1 to 2 (eV/Å):
0.66 -0.38 -0.01
-0.36 -0.27 -0.04

Output
frontier orbital gap: 10.13 eV
LUMO level: -8.3 eV
2S+1: 1
ΔE to the lowest compared entry with this formula, charge and spin: 4.516 eV
SMILES string: C=C=[N+](C)C(=C)[N@H+]1CCCN1
electronic energy: -477.26678 hartree
charge: +2

---

Entry 4:
The following is a DFT calculation (ωB97M-V with the def2-TZVPD basis set) of a molecular structure, C8H15N3O7 at a distorted geometry.

CARTESIAN COORDINATES (ANGSTROEM)
C (-3.934965, -1.270559, 1.250859)
N (-3.165587, -0.191534, 0.480666)
N (-3.738236, 1.075746, 0.586305)
O (-3.351622, 1.936329, 0.043997)
C (-2.073804, -0.698995, -0.332586)
O (-1.749423, -1.753030, -0.090933)
N (-1.587223, 0.338519, -0.687340)
C (-0.165601, 0.234512, -1.429225)
C (-0.115061, -1.191330, -1.915059)
O (0.895398, -2.008776, -1.636115)
H (-0.953856, -1.279485, -2.476507)
H (-0.042282, 0.988135, -2.246096)
C (0.883205, 0.295299, -0.267222)
O (0.540744, 1.742966, 0.559873)
H (0.900519, 2.371960, -0.109692)
H (0.699195, -0.370057, 0.692400)
C (2.342568, 0.398282, -0.664985)
O (2.564000, 1.854548, -0.933721)
H (3.179460, 2.362802, -0.305396)
H (2.338942, 0.040905, -1.532282)
C (3.333529, 0.031022, 0.173257)
O (3.341624, 0.990716, 1.527275)
H (2.742436, 0.757681, 2.033215)
H (4.283226, 0.164774, -0.076358)
C (3.161267, -1.256010, 0.436498)
H (2.910518, -1.972962, -0.202701)
H (4.124311, -2.023996, 1.040902)
O (2.239926, -1.305922, 1.686652)
H (1.813289, -2.408423, 1.927111)
H (-1.781145, 1.385357, -0.627672)
H (-4.226882, -1.942989, 0.401326)
H (-4.916282, -0.896496, 1.501231)
H (-3.294610, -1.654698, 1.942806)

Forces on atoms 1 to 2 (eV/Å):
-1.33 1.97 -5.25
-3.51 -1.18 1.57

Output
frontier orbital gap: 8.89 eV
LUMO level: -0.1 eV
2S+1: 1
ΔE to the lowest compared entry with this formula, charge and spin: 12.696 eV
electronic energy: -1004.25191 hartree

---

Entry 5:
The following is a DFT calculation (ωB97M-V with the def2-TZVPD basis set) of 2 unconnected molecules or ions with the total composition C8H15N3OS at a distorted geometry.

CARTESIAN COORDINATES (ANGSTROEM)
C (-1.770100, -2.600840, -0.724257)
C (-2.737024, 2.055427, 0.520724)
C (-0.334053, 1.812246, -0.058050)
C (2.867795, -0.944259, -0.047427)
C (3.807887, 0.000226, 0.643615)
C (2.360613, 0.355904, 0.494397)
C (1.945633, 1.478028, -0.441727)
C (-1.705723, 1.629083, -0.335173)
N (-3.960989, 1.715599, 0.311219)
N (0.572803, 1.315423, -0.810683)
N (-3.813649, -0.885406, -0.427466)
O (-2.099462, -1.146051, 1.414163)
S (-2.211246, -1.121231, -0.024529)
H (-0.859967, -3.000733, -0.306747)
H (-1.827731, -2.627093, -1.797921)
H (-2.431618, 2.674241, 1.369942)
H (-0.082262, 2.393484, 0.842548)
H (2.950849, -1.051726, -1.117446)
H (2.592294, -1.854420, 0.462292)
H (4.173693, -0.260489, 1.625268)
H (4.526830, 0.533669, 0.040207)
H (1.743014, 0.310808, 1.384253)
H (2.543722, 1.441258, -1.357895)
H (2.126893, 2.442316, 0.066618)
H (-1.966847, 1.243871, -1.308755)
H (-4.625478, 2.078110, 0.986531)
H (-4.079052, 0.093037, -0.144514)
H (-3.995134, -1.024454, -1.410227)

Forces on atoms 1 to 2 (eV/Å):
-0.11 0.54 -0.11
-0.33 0.41 0.62

Output
frontier orbital gap (spin up / spin down): 7.72 / 6.15 eV
LUMO level (spin up / spin down): -0.7 / -1.7 eV
2S+1: 1
ΔE to the lowest compared entry with this formula, charge and spin: 4.894 eV
electronic energy: -951.31334 hartree

---

Entry 6:
The following is a DFT calculation (ωB97M-V with the def2-TZVPD basis set) of a gas-phase ion, C8H15N3OS (charge +2) at a distorted geometry.

CARTESIAN COORDINATES (ANGSTROEM)
C (0.029888, -2.455332, 0.388993)
N (-0.727171, -1.174940, -0.130686)
C (-2.215509, -1.374866, 0.050647)
C (-0.023696, 0.022907, 0.592535)
C (-0.977304, 1.306585, 0.657467)
N (-1.779074, 1.416406, 1.654640)
N (-0.949846, 2.106524, -0.355785)
O (-1.594547, 3.316483, -0.464142)
C (1.282903, 0.364581, -0.074903)
C (1.675243, 0.382769, -1.394317)
C (3.016331, 0.424227, -1.560304)
C (3.630238, 0.163873, -0.338797)
S (2.658989, 0.030040, 0.980062)
H (-0.227650, -2.554469, 1.477074)
H (-0.247792, -3.458514, -0.066814)
H (1.173968, -2.443026, 0.447373)
H (-0.656916, -1.015587, -1.158101)
H (-2.383335, -1.511058, 1.079096)
H (-2.977054, -0.773361, -0.394833)
H (-2.328035, -2.421685, -0.233610)
H (0.209795, -0.334596, 1.593014)
H (-1.870431, 0.805258, 2.491905)
H (-2.414398, 2.251925, 1.821367)
H (-0.225817, 1.877905, -0.958438)
H (-1.224807, 3.966542, -1.012882)
H (0.973921, 0.566151, -2.165711)
H (3.444373, 0.553055, -2.555692)
H (4.727746, -0.037810, -0.369160)

Forces on atoms 1 to 2 (eV/Å):
0.68 -1.29 1.11
0.50 0.07 -0.28

Output
frontier orbital gap: 9.01 eV
LUMO level: -7.0 eV
2S+1: 1
SMILES string: C[NH+](C)[C@H](C(=[NH2+])NO)c1cccs1
electronic energy: -950.78876 hartree
charge: +2